Record 1
Computed, not measured: one molecule with the formula CH3NO3S3 at a distorted geometry, with ωB97M-V/def2-TZVPD.

Structure (ORCA input):
```
! RIJCOSX wB97M-V def2-TZVPD def2/J DEFGRID3
* xyz 0 1
N -2.277 -0.140 -0.328
S -0.990 0.837 0.173
O -1.163 1.416 1.490
O -0.632 1.684 -0.944
O 0.029 -0.394 0.363
C 1.725 -0.114 0.127
S 2.337 1.304 0.514
S 2.183 -1.671 -0.404
H -2.079 -0.992 0.201
H -2.508 -0.345 -1.250
H 3.375 -1.584 0.057
*
```

Computed properties:
orbital gap	8.94	eV
SMILES string	NS(=O)(=O)OC(=S)S
LUMO level	-0.040	Ha
relative energy (zero: lowest compared OMol25 entry of this formula, charge and spin)	29.2	kcal per mole
calculated total energy	-1514.8619	Eh
HOMO	-10.029	eV

Record 2
Computed, not measured: a 3-piece molecular cluster, C3H11N overall at a distorted geometry, with ωB97M-V/def2-TZVPD.

Structure (ORCA input):
```
! RIJCOSX wB97M-V def2-TZVPD def2/J DEFGRID3
* xyz 0 1
C 1.666 -0.135 -0.535
N 1.007 -0.139 0.768
H 1.438 -0.806 1.414
H 0.804 0.888 1.135
H 1.521 -1.090 -1.049
H 1.215 0.670 -1.123
H 2.743 0.052 -0.466
C -0.987 -0.339 0.589
C -1.596 0.080 -0.711
H -0.912 -0.054 -1.553
H -2.460 -0.571 -0.923
H -1.452 0.056 1.481
H -0.823 -1.414 0.653
H -0.261 1.677 1.009
H -1.903 1.126 -0.688
*
```

Computed properties:
orbital gap	7.43	eV
LUMO level	0.031	Ha
relative energy (zero: lowest compared OMol25 entry of this formula, charge and spin)	117.4	kcal per mole
calculated total energy	-175.4562	Eh
HOMO	-6.575	eV

Record 3
Computed, not measured: a 10-piece molecular cluster, C4H29NO10 overall at a distorted geometry, with ωB97M-V/def2-TZVPD.

Structure (ORCA input):
```
! RIJCOSX wB97M-V def2-TZVPD def2/J DEFGRID3
* xyz 0 1
C -2.258 -0.318 -1.933
C -0.858 -0.985 -1.794
N -0.865 -2.263 -2.516
C -0.625 -1.301 -0.319
C 0.552 -2.184 0.083
O 1.532 -1.427 0.808
H -2.384 0.318 -1.073
H -3.052 -1.020 -2.169
H -2.294 0.443 -2.729
H -0.125 -0.278 -2.175
H -1.237 -2.213 -3.458
H -1.317 -3.031 -2.040
H -0.557 -0.385 0.276
H -1.451 -1.673 0.300
H 0.238 -2.947 0.811
H 1.032 -2.710 -0.752
H 2.244 -1.189 0.180
O -0.529 2.347 3.954
H 0.342 2.613 3.546
H -0.281 1.423 4.114
O -4.245 0.722 1.209
H -4.106 0.822 2.153
H -3.545 0.083 0.965
O 2.577 2.068 -1.871
H 1.933 1.652 -2.455
H 2.120 2.069 -1.009
O 1.746 2.967 2.697
H 1.765 2.379 1.912
H 2.043 3.873 2.482
O 1.310 1.324 0.609
H 0.384 1.617 0.489
H 1.413 0.595 1.235
O 3.372 -0.911 -1.036
H 3.147 -0.015 -1.347
H 3.616 -1.359 -1.862
O -0.413 -0.629 2.768
H -1.108 -0.831 3.381
H 0.047 -1.442 2.472
O -1.215 2.389 1.243
H -1.889 1.896 0.771
H -1.240 2.401 2.219
O 1.779 -1.630 -3.619
H 1.476 -1.145 -2.828
H 0.928 -2.113 -3.690
*
```

Computed properties:
orbital gap	10.05	eV
SMILES string	C[C@H](N)CCO.O.O.O.O.O.O.O.O.O
LUMO level	0.003	Ha
relative energy (zero: lowest compared OMol25 entry of this formula, charge and spin)	44.7	kcal per mole
calculated total energy	-976.9352	Eh
HOMO	-9.972	eV